1.
ORCA calculation (ωB97M-V/def2-TZVPD) on 4 unconnected molecules or ions with the total composition C8H12N4.

Calculated values
LUMO energy (eV): 0.09
Total charge: 0
E_tot (eV): -14449.6397
Energy above the lowest of the compared OMol25 structures with the same formula, charge and spin (kcal/mol): 44.1
HOMO-LUMO gap (Eh): 0.4112
Highest occupied orbital energy (hartree): -0.4078

Cartesian coordinates (Å):
C: -4.706 -13.419 6.598
C: -3.556 -12.610 6.205
N: -2.647 -11.971 5.929
H: -5.008 -14.032 5.752
H: -5.529 -12.776 6.898
H: -4.407 -14.070 7.417
C: -2.770 -20.335 10.832
C: -3.312 -19.035 11.219
N: -3.707 -17.996 11.506
H: -3.053 -21.087 11.569
H: -1.685 -20.268 10.812
H: -3.178 -20.644 9.873
C: -1.613 -18.076 7.616
C: -1.925 -16.693 7.266
N: -2.164 -15.604 6.993
H: -0.568 -18.144 7.914
H: -1.769 -18.690 6.730
H: -2.229 -18.429 8.439
C: -0.286 -13.076 8.125
C: 0.557 -11.895 8.245
N: 1.248 -10.991 8.376
H: 0.290 -13.928 8.488
H: -0.623 -13.266 7.112
H: -1.164 -12.964 8.760

***

2.
ORCA calculation (ωB97M-V/def2-TZVPD) on 2 unconnected molecules or ions with the total composition C8H12N4 at a distorted geometry.

Calculated values
LUMO energy (spin up / spin down) (eV): -9.77 / -9.78
Total charge: +2
E_tot (eV): -14428.4842
Energy above the lowest of the compared OMol25 structures with the same formula, charge and spin (kcal/mol): 136.8
HOMO-LUMO gap (spin up / spin down) (Eh): 0.2369 / 0.2368
Highest occupied orbital energy (spin up / spin down) (hartree): -0.5960 / -0.5960

Cartesian coordinates (Å):
C: 1.485 0.747 -0.536
C: 1.864 -1.488 0.317
C: 0.150 0.519 -0.827
C: 0.515 -1.701 0.092
C: 2.321 -0.205 0.085
C: -0.396 -0.776 -0.459
C: -2.949 0.753 0.913
C: 3.736 0.205 0.412
N: -2.507 -1.679 -0.760
N: -3.533 -2.216 -0.646
N: -2.795 1.849 0.248
N: -1.720 -0.894 -0.464
H: 2.033 1.781 -0.768
H: 2.404 -2.263 0.803
H: -0.384 1.330 -1.207
H: 0.216 -2.737 0.047
H: -2.399 0.603 1.833
H: 4.171 0.162 -0.666
H: 3.902 1.240 0.684
H: 4.222 -0.478 1.124
H: -3.897 0.218 0.759
H: -4.085 -2.743 -1.324
H: -1.902 2.519 0.279
H: -3.429 2.059 -0.567

***

3.
ORCA calculation (ωB97M-V/def2-TZVPD) on 2 unconnected molecules or ions with the total composition C8H12N4 at a distorted geometry.

Calculated values
LUMO energy (eV): -7.17
Total charge: +2
E_tot (eV): -14432.2748
Energy above the lowest of the compared OMol25 structures with the same formula, charge and spin (kcal/mol): 49.4
HOMO-LUMO gap (Eh): 0.3237
Highest occupied orbital energy (hartree): -0.5871

Cartesian coordinates (Å):
C: -4.437 -1.384 2.122
C: -5.114 -0.175 2.065
C: -4.022 -1.830 3.369
C: 6.866 -0.242 -5.553
C: -5.082 0.646 3.163
C: 6.965 1.092 -5.756
C: 5.732 -0.430 -4.635
C: -3.932 -0.904 4.429
N: -4.410 0.338 4.293
N: 5.274 0.861 -4.341
N: -4.512 1.144 5.387
N: 5.954 1.663 -5.027
H: -4.540 -1.897 1.224
H: -5.679 -0.049 1.080
H: -3.619 -2.786 3.621
H: 7.586 -0.925 -6.012
H: -5.563 1.611 3.289
H: 7.536 1.808 -6.290
H: 4.795 -0.819 -5.120
H: 5.906 -0.918 -3.592
H: -3.559 -1.275 5.267
H: -4.521 2.112 5.064
H: -3.583 1.038 5.787
H: 5.676 2.604 -4.902

***

4.
ORCA calculation (ωB97M-V/def2-TZVPD) on a gas-phase ion, C8H12N4 (charge +2) at a distorted geometry.

Calculated values
LUMO energy (spin up / spin down) (eV): -8.65 / -8.20
Total charge: +2
E_tot (eV): -14426.7899
Energy above the lowest of the compared OMol25 structures with the same formula, charge and spin (kcal/mol): 175.9
HOMO-LUMO gap (spin up / spin down) (Eh): 0.2480 / 0.2644
Highest occupied orbital energy (spin up / spin down) (hartree): -0.5660 / -0.5656

Cartesian coordinates (Å):
C: -1.716 2.043 -2.300
C: 1.569 0.345 0.684
C: -0.376 1.131 -0.590
C: -0.747 3.357 -0.689
C: -2.144 0.140 -3.789
C: 0.909 -1.845 1.532
C: 1.414 -3.105 1.063
C: 0.107 -1.974 2.756
N: -1.953 1.050 -3.085
N: 1.052 -0.764 0.913
N: 0.884 1.213 -0.172
N: -0.834 2.166 -1.340
H: -2.098 3.082 -2.719
H: 2.444 0.571 1.356
H: -0.255 3.476 0.181
H: -1.377 4.140 -1.032
H: -2.641 -0.750 -4.264
H: 0.551 -3.738 0.904
H: 2.220 -3.650 1.726
H: 2.032 -3.056 0.207
H: 0.335 -2.792 3.390
H: -0.901 -2.141 2.310
H: 0.082 -0.997 3.257
H: 1.444 2.098 -0.299

***

5.
ORCA calculation (ωB97M-V/def2-TZVPD) on a single C8H12N4O3 molecule at a distorted geometry.

Calculated values
LUMO energy (eV): 0.51
Total charge: 0
E_tot (eV): -20593.9847
Energy above the lowest of the compared OMol25 structures with the same formula, charge and spin (kcal/mol): 16.9
HOMO-LUMO gap (Eh): 0.3414
Highest occupied orbital energy (hartree): -0.3225

Cartesian coordinates (Å):
N: 0.867 3.060 -0.623
C: 1.944 2.502 0.164
C: 1.950 1.041 0.591
O: 2.686 0.535 1.412
N: 0.942 0.359 -0.025
C: 0.753 -1.079 0.213
C: -0.511 -1.686 -0.472
C: -1.767 -0.932 -0.146
C: -2.798 -1.227 0.640
N: -3.712 -0.199 0.542
C: -3.171 0.742 -0.300
N: -1.977 0.326 -0.755
C: 2.037 -1.732 -0.319
O: 2.887 -1.320 -1.057
O: 2.132 -2.963 0.189
H: 0.865 2.762 -1.614
H: -0.108 3.027 -0.164
H: 2.066 2.936 1.240
H: 2.870 2.606 -0.322
H: 0.204 0.883 -0.462
H: 0.683 -1.308 1.281
H: -0.296 -1.616 -1.559
H: -0.401 -2.725 -0.112
H: -2.912 -2.094 1.308
H: -4.654 -0.267 0.850
H: -3.547 1.742 -0.367
H: 2.969 -3.373 -0.133

***

6.
ORCA calculation (ωB97M-V/def2-TZVPD) on a molecular structure, C8H12N4O8P2PbS at a distorted geometry.

Calculated values
LUMO energy (eV): -1.57
Total charge: 0
E_tot (eV): -65492.4222
Energy above the lowest of the compared OMol25 structures with the same formula, charge and spin (kcal/mol): 3.2
HOMO-LUMO gap (Eh): 0.2762
Highest occupied orbital energy (hartree): -0.3338

Cartesian coordinates (Å):
Pb: -0.692 0.545 -0.406
N: 1.835 3.209 -2.806
C: 1.278 2.647 -1.726
S: -0.426 2.881 -1.498
N: 2.116 2.032 -0.899
N: 1.476 1.410 0.095
C: 2.019 1.170 1.218
C: 1.187 0.571 2.275
C: 1.736 0.174 3.484
C: 0.907 -0.384 4.443
C: -0.445 -0.526 4.172
C: -0.919 -0.098 2.944
N: -0.120 0.444 2.026
H: 1.247 3.591 -3.525
H: 2.798 2.999 -3.009
H: 3.043 1.465 1.426
H: 2.797 0.293 3.656
H: 1.313 -0.710 5.391
H: -1.124 -0.958 4.893
H: -1.966 -0.190 2.679
O: -1.126 -2.337 -2.819
P: -1.055 -0.888 -3.553
O: -0.444 -0.914 -4.878
O: -0.456 0.076 -2.523
O: -2.641 -0.589 -3.628
P: -3.838 -0.538 -2.506
O: -3.545 -1.801 -1.560
O: -3.268 0.764 -1.551
O: -2.733 0.477 -0.255
H: -0.315 -2.502 -2.318
H: -2.661 -2.209 -1.680
C: 0.837 -2.019 0.522
O: -0.181 -1.457 -0.276
H: 0.943 -3.067 0.228
H: 0.611 -2.019 1.592
H: 1.813 -1.543 0.371